# 1
Density functional theory data (ωB97M-V with the def2-TZVPD basis set) for a structure of composition C20H31BNO2Sc at a distorted geometry.

XYZ file:
```
56
Properties=species:S:1:pos:R:3:forces:R:3:lowdin_charge:R:1
O 1.924222 -1.792904 -0.434976 -0.5885 0.4864 -0.4409 -0.131
C 1.933177 -3.240111 -0.467028 -0.2283 0.6568 0.2955 -0.149
C 3.429268 -3.242819 -0.763112 -0.0337 0.0506 0.0344 -0.071
H 1.285569 -3.577832 -1.280709 0.0094 -0.3197 0.2401 0.113
H 1.620546 -3.631507 0.512138 0.0388 -0.0711 -0.4187 0.110
C 3.362489 -1.702390 -0.587522 -0.3511 -0.4075 0.0427 -0.564
H 3.612095 -3.527154 -1.810031 0.3774 -0.0827 0.5352 0.114
H 4.040587 -3.757637 -0.023358 0.1529 -0.1636 -0.3400 0.115
C 3.801298 -0.962510 -1.842052 0.0473 0.5660 0.2603 -0.024
H 3.001203 -0.919967 -2.588521 0.2398 -0.5140 -0.0733 0.083
H 4.725501 -1.417791 -2.215873 -0.3093 0.0730 -0.2266 0.092
H 4.034572 0.080019 -1.633162 0.0982 0.1932 0.1595 0.069
C 3.922382 -1.113173 0.693031 0.1472 -0.3179 -0.0435 -0.008
H 3.579793 -1.684314 1.557669 -0.1058 0.0037 -0.0728 0.086
H 3.593111 -0.068757 0.832854 0.2671 -0.3800 -0.1888 0.083
H 5.007264 -1.200616 0.665517 0.1922 0.3689 0.0810 0.089
Sc -1.087401 1.519391 0.070679 -0.6527 -1.3586 2.6184 1.106
C -0.356494 -0.062822 3.568160 0.3073 -0.2224 -0.8588 -0.211
C -1.711162 -0.341351 3.248161 0.3910 -0.3714 -0.4345 -0.209
C -1.732564 -1.566341 2.516608 0.5486 0.3330 -0.1106 -0.201
H -2.575931 0.242335 3.563071 0.2581 -0.2298 -0.1062 0.069
C -0.394276 -2.047589 2.388764 -0.2120 1.1203 -0.0983 -0.193
C 0.459724 -1.087038 2.997821 -0.7198 -0.0358 0.2755 -0.215
H 1.541237 -1.148184 3.063843 -0.0674 -0.0104 0.0420 0.056
H 0.001809 0.826176 4.078281 -0.0229 -0.1707 0.1639 0.067
H -2.614508 -2.016370 2.082206 -0.0727 -0.1771 0.1702 0.056
H -0.068991 -2.915771 1.818302 -0.1595 0.1062 0.2386 0.050
C 0.166683 2.961648 1.351686 0.7464 0.5342 -0.7082 -0.151
C 1.065095 1.900486 1.020537 0.2276 0.7488 -0.4574 -0.126
C 1.254875 1.893166 -0.396911 -0.0616 0.9170 0.3485 -0.147
H 1.592232 1.245755 1.712728 -0.6137 -0.0308 -0.1273 0.112
C 0.493697 2.977178 -0.958420 0.3470 -0.0882 0.7831 -0.165
C -0.193112 3.625927 0.121858 0.9915 -0.0296 0.3953 -0.177
H -0.825806 4.502649 0.031359 0.0169 -0.2049 0.0530 0.119
H -0.187335 3.216356 2.350850 0.0459 -0.1829 -0.4023 0.129
H 1.949367 1.240799 -0.925845 -0.3997 0.0940 0.1212 0.104
H 0.541104 3.335079 -1.988230 -0.2503 -0.2943 0.3027 0.118
O -1.433108 0.130044 -1.303003 -0.6179 -1.2459 -2.3074 -0.280
C -0.443667 -0.118758 -2.406017 -0.1623 0.3378 -0.4346 -0.106
C -1.253462 -0.598435 -3.629558 0.3097 -0.3481 0.4271 -0.128
H 0.322860 -0.864750 -2.134311 -0.5826 0.3776 0.6484 0.118
H 0.055440 0.859909 -2.544465 -0.2855 -0.6459 -0.2649 0.104
C -2.747984 -0.344566 -3.313439 -0.1177 0.3037 0.1527 -0.127
H -1.066158 -1.672587 -3.779325 -0.1240 0.3721 0.0883 0.118
H -0.894976 -0.091347 -4.541101 -0.3616 -0.0944 0.4121 0.122
C -2.856329 0.206747 -1.866922 0.8927 -0.0060 -0.1814 -0.074
H -3.368214 -1.245215 -3.377512 0.3492 0.1259 -0.1357 0.119
H -3.123748 0.372660 -4.050893 -0.1941 -0.0624 0.3865 0.116
H -3.508049 -0.369924 -1.184572 0.5528 0.2787 -0.3651 0.141
H -3.152005 1.275884 -1.850812 0.1173 -0.5139 0.0488 0.122
B -4.853382 2.859681 2.544593 -0.9993 0.4560 0.3287 -0.401
C -3.639999 2.254956 1.859162 1.1414 -0.9531 -1.4758 -0.171
N -2.776836 1.764849 1.222993 -1.1597 1.1462 0.4723 0.053
H -5.663692 3.098447 1.625966 0.4894 -0.1900 0.4173 0.029
H -4.487124 3.904626 3.061318 -0.0765 -0.2518 -0.0167 0.019
H -5.300886 2.035765 3.337527 0.2271 0.3247 -0.2534 0.027
```
Positions in Å, forces in eV/Å.

Output
2S+1   1
Molecular weight   373.24 g mol⁻¹
Highest occupied orbital energy   -5.714 eV
LUMO   -0.0379 Eh

---

# 2
Density functional theory data (ωB97M-V with the def2-TZVPD basis set) for a cluster of 3 separate species, C44H73Cl2NO12S2 in total at a distorted geometry.

XYZ file:
```
134
Properties=species:S:1:pos:R:3:forces:R:3:lowdin_charge:R:1
C 2.191578 4.200986 3.004858 0.1856 -0.5498 0.6706 -0.113
C 3.110238 3.864606 4.219249 0.0015 -0.2866 -1.0542 -0.241
C 3.475908 2.338077 4.180600 -0.3548 0.8800 0.2109 -0.192
C 3.048128 1.568842 5.467721 0.9607 0.5128 -1.5514 -0.187
N 2.210088 0.391094 5.114893 -0.0304 -1.2679 2.5204 -0.183
C 0.950319 0.385445 5.885946 -0.4807 1.3098 -0.3008 -0.201
C 0.039273 1.562063 5.421608 -0.7137 -0.7260 0.2642 -0.149
C -1.445770 1.116651 5.178298 0.1477 1.2010 0.5269 -0.178
C -2.005277 1.836945 3.923885 -0.3197 -0.9084 0.5228 -0.127
C -1.957537 1.021670 2.637018 0.1989 0.5795 0.2154 -0.108
C -2.691222 1.415089 1.601944 0.0093 -0.2638 -1.0188 0.070
C -2.699123 0.677706 0.276143 -0.1346 0.2394 0.5433 -0.281
O -3.716583 0.665956 -0.384121 0.4755 0.0455 0.0187 0.108
C -1.402395 -0.014602 -0.079784 -0.1996 0.2187 0.6390 -0.040
C -0.613229 -0.445092 0.999298 -1.1472 0.8631 -0.1177 -0.044
C 0.572083 -1.084471 0.739292 0.0498 -0.1160 0.7986 0.071
C 1.001925 -1.262670 -0.559046 1.2528 -0.6621 -0.4903 -0.097
C 2.347810 -1.965473 -0.768879 0.0244 -0.2509 0.1337 -0.122
O 2.793315 -2.622438 0.413004 -0.6198 0.1724 -0.3101 -0.105
C 2.219816 -3.907696 0.563557 -0.1178 -0.3033 -0.0551 -0.252
O 3.194083 -4.881160 0.283077 -0.4950 -0.0808 0.2556 -0.075
C 3.954839 -5.239053 1.433131 0.9849 -0.6741 0.2643 -0.194
C 5.154615 -4.301718 1.678356 -0.7588 -0.3492 0.1586 -0.233
O 6.118879 -4.489737 0.658458 0.1722 0.2077 0.0725 -0.056
C 0.265826 -0.818125 -1.649576 -0.7480 0.7372 -0.2277 -0.104
C 0.713170 -0.961005 -3.092685 0.3918 -0.6771 -0.2057 -0.126
O 2.075711 -0.607709 -3.352336 -0.6057 0.5820 1.1601 -0.195
C 2.475784 0.615746 -2.743258 0.5470 1.0072 -0.8488 -0.248
C 1.585772 1.834186 -3.060726 0.1357 -0.1368 1.0865 -0.075
C -0.968136 -0.206363 -1.383664 -0.3882 1.0207 -0.4462 -0.172
C -1.890154 0.271633 -2.485978 0.4398 -1.1683 0.3142 -0.663
Cl -1.879065 1.920930 -3.054367 -0.0076 -0.4160 0.3531 0.750
C -2.736884 -0.602338 -3.013220 -0.4254 0.0937 -0.7790 -0.687
C -3.758167 -0.290250 -4.083688 -0.5062 -0.6997 0.6040 -0.115
Cl -2.711751 -2.277880 -2.454356 -0.0146 0.6345 -0.2156 0.719
C -1.102091 -0.192293 2.421603 0.5133 -0.5717 -0.6529 -0.230
O -0.798360 -0.999794 3.271475 -0.1255 0.4342 0.2373 0.110
C 2.935582 -0.803949 5.232728 -0.0960 0.0258 -1.6177 -1.070
S 4.256060 -1.017127 4.286141 0.0645 -0.0821 0.4112 0.691
S 2.478967 -2.129876 6.377270 0.2138 -0.2276 0.3207 0.853
C 1.129588 -3.092863 5.610553 -0.8638 0.6195 -0.9382 -0.468
C 1.149450 -3.116919 4.065380 -0.0784 -1.2490 -0.0047 -0.277
C 1.983717 -4.304320 3.475584 -0.6044 1.1701 0.8212 -0.114
H 1.203598 3.758932 3.213401 0.1317 0.3386 -0.2372 0.051
H 2.106094 5.278190 2.822117 -0.0837 -0.2786 -0.0121 0.067
H 2.581612 3.677739 2.119945 -0.0767 0.4278 0.0834 0.070
H 2.587608 4.129040 5.147798 0.2794 0.0218 -0.1325 0.093
H 4.025170 4.465958 4.119942 -0.2626 -0.0923 0.3169 0.096
H 4.549383 2.232802 3.973807 -0.2726 -0.1284 0.2489 0.097
H 2.971869 1.899848 3.307703 0.0663 -0.0886 0.3898 0.093
H 3.976597 1.247916 5.960363 -0.4544 -0.1132 0.1259 0.108
H 2.518179 2.249775 6.143900 -0.1602 -0.3716 -0.1753 0.110
H 0.394136 -0.541683 5.722241 0.4171 0.1394 0.0674 0.077
H 1.156509 0.546379 6.958092 -0.0480 -0.4948 -0.2435 0.121
H 0.390888 2.044318 4.500400 0.2987 -0.2880 0.2588 0.090
H 0.000010 2.324502 6.214067 0.2397 -0.0337 -0.3892 0.112
H -1.575246 0.030325 5.173118 0.0973 0.3414 -0.2938 0.097
H -2.035287 1.490214 6.031117 0.1270 -0.2191 -0.2069 0.108
H -3.051418 2.116856 4.121168 0.2289 -0.1352 -0.2726 0.120
H -1.471007 2.788937 3.785626 -0.0507 -0.2943 -0.0765 0.119
H -3.344659 2.286818 1.662159 -0.0006 -0.3156 -0.0043 0.121
H 1.179187 -1.431007 1.573764 -0.0585 0.0468 -0.2801 0.126
H 2.266356 -2.716038 -1.574601 0.0460 0.3807 0.0574 0.137
H 3.123093 -1.240904 -1.043248 -0.1647 -0.2683 0.0554 0.127
H 1.835820 -4.038237 1.589737 0.4563 0.6449 -1.7628 0.065
H 1.365927 -4.072455 -0.113171 0.3915 0.1997 -0.1830 0.152
H 4.392333 -6.227461 1.223425 -0.1636 0.2703 -0.1037 0.135
H 3.339854 -5.352856 2.343104 0.5853 -0.2273 -1.0204 0.078
H 5.584770 -4.591176 2.648326 0.2004 0.0475 -0.3692 0.130
H 4.846611 -3.248062 1.763292 0.0110 -0.2284 -0.0927 0.103
H 5.718160 -4.239160 -0.183453 -0.0512 -0.0206 0.1614 0.087
H 0.626866 -2.032596 -3.353824 0.1294 0.3092 -0.0274 0.139
H 0.075406 -0.428231 -3.811176 -0.0767 0.0369 0.5101 0.126
H 2.622807 0.546472 -1.654187 -0.2939 -0.1533 -0.2334 0.107
H 3.472128 0.838974 -3.157463 -0.2438 -0.4038 0.0401 0.126
H 2.204982 2.728857 -2.893084 -0.2082 -0.1716 -0.3562 0.083
H 0.790505 1.906307 -2.304925 -0.0004 -0.0391 -0.4562 0.039
H 1.149772 1.826259 -4.064049 0.2431 0.0107 0.1557 0.079
H -4.313843 0.620730 -3.825196 0.4255 -0.0289 -0.2629 0.076
H -3.315159 -0.251191 -5.085055 -0.0492 0.2136 0.2376 0.088
H -4.506068 -1.096004 -4.075922 0.2622 0.1976 -0.1530 0.066
H 1.159918 -4.128742 5.973850 0.3862 0.3945 0.1765 0.076
H 0.158318 -2.685430 5.935756 0.3751 -0.0063 0.0018 0.065
H 1.477822 -2.171825 3.618635 -0.1073 -0.1734 0.3152 0.063
H 0.114152 -3.278177 3.733289 0.2286 0.2878 0.2091 0.102
H 2.843860 -3.901830 2.920684 -0.3780 -0.0664 1.1823 0.044
H 1.355742 -4.824781 2.735873 0.2005 -0.2653 0.8580 0.084
H 2.288486 -5.029647 4.237117 0.1383 0.2100 -0.0552 0.098
C -6.335389 2.755401 0.366404 -0.1782 0.1591 -0.1344 -0.108
O -7.167128 3.865105 0.635465 0.3234 0.0384 0.1642 -0.199
C -7.682607 3.863858 1.957126 -0.2055 0.1358 -0.3448 -0.199
C -7.778253 5.272487 2.508936 -0.0334 -0.0350 0.1522 -0.180
O -6.526536 5.848225 2.865432 0.0068 0.0004 -0.0683 -0.126
C -5.645901 6.216882 1.810864 0.0814 0.0235 0.0803 -0.182
C -6.108906 7.407211 0.992945 0.0282 -0.2316 -0.2645 -0.201
O -7.171515 7.045481 0.127172 -0.2399 0.0326 0.2680 -0.202
C -8.082202 8.098826 -0.103913 0.1283 -0.1432 -0.0985 -0.112
H -6.922303 1.833035 0.312524 0.1366 -0.1058 0.0598 0.094
H -5.850261 2.924621 -0.593552 -0.0677 -0.0165 -0.0161 0.090
H -5.556003 2.660040 1.129239 -0.0336 -0.1219 0.0347 0.063
H -7.057176 3.257413 2.621673 0.0298 0.0080 -0.0029 0.124
H -8.688334 3.425044 1.919069 -0.0109 -0.0304 0.2520 0.128
H -8.343468 5.219550 3.443009 0.0844 -0.0189 0.0363 0.127
H -8.336608 5.925990 1.839236 0.0608 -0.0875 -0.1937 0.117
H -5.415422 5.362078 1.173694 -0.1546 0.0465 -0.1630 0.116
H -4.713925 6.502956 2.305436 -0.0606 0.0477 0.0652 0.126
H -5.275798 7.762333 0.372015 0.1160 0.1005 0.1813 0.128
H -6.413337 8.210878 1.673276 -0.0223 -0.0046 -0.0035 0.125
H -8.414571 8.545275 0.839873 0.0317 0.0839 -0.0237 0.087
H -8.952572 7.681901 -0.608782 0.0656 -0.0255 -0.0573 0.088
H -7.632090 8.866395 -0.742741 -0.0796 0.1186 0.0624 0.088
C 3.778380 -2.458498 -4.645150 0.0437 -0.4002 -0.2896 -0.096
O 3.785986 -3.473454 -5.633360 -0.1464 0.1970 -0.0682 -0.196
C 2.818173 -4.479792 -5.394280 0.4126 -0.0434 -0.1628 -0.198
C 2.224578 -4.989159 -6.692696 -0.1299 -0.0893 0.0722 -0.179
O 1.314513 -4.088242 -7.313520 0.0534 0.0267 -0.0266 -0.125
C 1.851889 -2.912233 -7.906635 -0.0991 0.0447 -0.0085 -0.181
C 2.667896 -3.158283 -9.161265 0.2389 0.1628 0.1916 -0.201
O 3.934850 -3.709255 -8.843294 -0.1381 -0.3308 0.0206 -0.202
C 4.426550 -4.580558 -9.838427 0.0461 0.1786 0.1211 -0.113
H 4.169483 -2.845914 -3.696119 -0.0710 0.1101 0.0984 0.092
H 4.420029 -1.648241 -4.991385 0.0538 -0.0618 -0.0049 0.096
H 2.775096 -2.057856 -4.502493 0.2407 -0.2206 -0.0588 0.057
H 2.012549 -4.105034 -4.751726 -0.0169 0.0248 -0.0114 0.119
H 3.323525 -5.309343 -4.881609 -0.2310 -0.1134 0.0759 0.129
H 1.630088 -5.875195 -6.454914 -0.0671 0.0637 0.0156 0.127
H 3.000902 -5.307690 -7.387889 0.1580 0.1475 0.0529 0.117
H 2.410283 -2.323918 -7.177581 0.2026 -0.0789 -0.0539 0.118
H 0.982106 -2.315856 -8.194416 -0.0375 -0.0868 -0.0309 0.126
H 2.836760 -2.201625 -9.673294 -0.2215 0.0162 -0.0824 0.127
H 2.106634 -3.824032 -9.827148 0.0155 -0.0188 0.0045 0.125
H 3.675201 -5.330202 -10.110762 -0.0001 0.0260 -0.0896 0.086
H 5.292409 -5.099137 -9.428909 0.0263 0.0855 0.0108 0.088
H 4.733801 -4.018827 -10.727372 -0.0338 -0.1146 -0.1026 0.088
```
Positions in Å, forces in eV/Å.

Output
2S+1   1
Molecular weight   943.10 g mol⁻¹
Highest occupied orbital energy   -8.159 eV
LUMO   -0.0410 Eh
SMILES string   CCCCN(CCCCC1=CC(=O)c2c(cc(COCOCCO)c(COCC)c2/C(Cl)=C(/C)Cl)C1=O)C(=S)SCCC.COCCOCCOC.COCCOCCOC

---

Electronic energy values (in Eh) by entry order: -1771.3502; -4394.4592.